# 1
A structure of composition C59H65N3PV at a distorted geometry. Source: the OMol25 dataset; level of theory: ωB97M-V/def2-TZVPD.

Positions of all 129 atoms, in Å:
V: -0.030239 -0.065973 -0.636768
C: -3.648415 0.491306 -2.671267
C: -3.844526 1.759771 -1.842238
C: -2.851165 2.847689 -2.259355
C: -3.881303 1.426354 -0.358681
C: -5.136877 1.402952 0.243355
C: -5.293614 1.116032 1.589930
C: -4.175003 0.813358 2.344431
C: -2.901888 0.803678 1.782015
C: -1.722697 0.435114 2.664482
C: -1.952199 -0.909988 3.357960
C: -1.416290 1.505330 3.715314
C: -2.743343 1.139602 0.424664
N: -1.440387 1.259050 -0.119537
C: -0.754964 2.388721 0.297440
C: 0.595595 2.478456 0.073845
N: 1.240270 1.428348 -0.553477
C: 2.563664 1.648203 -0.978723
C: 2.808511 2.517881 -2.061934
C: 4.118744 2.779233 -2.439532
C: 5.186274 2.164768 -1.801723
C: 4.935562 1.262878 -0.782376
C: 3.637451 0.991807 -0.358228
C: 3.416472 0.051428 0.806747
C: 3.931406 0.678413 2.104401
C: 4.023211 -1.329412 0.564994
C: 1.669582 3.108675 -2.874898
C: 1.721402 4.635657 -2.958335
C: 1.663956 2.496139 -4.277733
C: 1.103366 3.729525 0.661858
C: 2.323590 4.329019 0.829608
C: 2.380436 5.596706 1.482054
C: 1.266325 6.242443 1.945906
C: -0.014213 5.631005 1.797150
C: -1.269803 6.154447 2.226962
C: -2.411271 5.432101 2.005516
C: -2.407596 4.154663 1.370658
C: -1.212646 3.624220 0.961278
C: -0.040925 4.401868 1.174253
H: -3.639677 0.725286 -3.739715
H: -4.450395 -0.228493 -2.484230
H: -2.693161 0.028477 -2.420951
H: -4.846772 2.144348 -2.065132
H: -1.831982 2.468148 -2.262838
H: -2.888145 3.706379 -1.585864
H: -3.096622 3.193244 -3.267699
H: -6.007009 1.637265 -0.361263
H: -6.277294 1.123869 2.043640
H: -4.290908 0.585635 3.398043
H: -0.845563 0.331290 2.020963
H: -2.821993 -0.872395 4.018706
H: -1.085538 -1.174907 3.967548
H: -2.116108 -1.711188 2.636206
H: -2.262988 1.627600 4.397744
H: -1.202013 2.474504 3.266210
H: -0.549819 1.202529 4.308774
H: 4.307358 3.456541 -3.265364
H: 6.203441 2.371756 -2.111852
H: 5.767768 0.771128 -0.289934
H: 2.338094 -0.080655 0.907689
H: 5.009215 0.856303 2.051756
H: 3.742832 0.021270 2.957587
H: 3.441145 1.635523 2.292798
H: 5.107496 -1.278571 0.434788
H: 3.593183 -1.790346 -0.326080
H: 3.824684 -1.989012 1.414185
H: 0.734198 2.831520 -2.389062
H: 2.582230 4.973100 -3.543017
H: 1.782898 5.085674 -1.968544
H: 0.820874 5.014872 -3.447399
H: 2.572780 2.766814 -4.822531
H: 0.804609 2.852791 -4.851083
H: 1.611946 1.407650 -4.222646
H: 3.238244 3.878069 0.465569
H: 3.350155 6.065836 1.603276
H: 1.352491 7.209060 2.428948
H: -1.315301 7.116075 2.725224
H: -3.362354 5.836500 2.332594
H: -3.343922 3.624304 1.246176
C: -1.134941 -2.489184 -3.142089
C: -0.090296 -1.415885 -3.472825
C: 1.310093 -2.041888 -3.383774
C: -0.329305 -0.941320 -4.911427
C: -0.176483 -0.249529 -2.496473
H: -0.988157 -3.384978 -3.757529
H: -2.145258 -2.116267 -3.324392
H: -1.072049 -2.762697 -2.088534
H: 1.414108 -2.886586 -4.075757
H: 1.503160 -2.393615 -2.367707
H: 2.072914 -1.298114 -3.626676
H: -0.329078 -1.783854 -5.611668
H: 0.448803 -0.240742 -5.224525
H: -1.292666 -0.431945 -4.990874
H: -0.268721 0.713485 -3.017348
N: 0.162129 -1.720668 0.195528
P: 0.040699 -3.112220 0.825047
C: 0.386190 -3.141047 2.619204
C: 1.281679 -2.184850 3.090770
C: 1.605991 -2.127989 4.438407
C: 1.022845 -3.019007 5.329288
C: 0.116537 -3.963340 4.868802
C: -0.197610 -4.027382 3.518089
C: 1.166726 -4.386384 0.166647
C: 2.309718 -4.784155 0.853770
C: 3.202646 -5.678795 0.277870
C: 2.958286 -6.186375 -0.988647
C: 1.818190 -5.797793 -1.680980
C: 0.930518 -4.902870 -1.107439
C: -1.617086 -3.845325 0.636338
C: -2.659195 -2.977061 0.324308
C: -3.952899 -3.456801 0.181279
C: -4.209220 -4.811792 0.336649
C: -3.171946 -5.688155 0.629762
C: -1.879308 -5.206345 0.777202
H: 1.695681 -1.468355 2.392515
H: 2.300304 -1.377416 4.794951
H: 1.262324 -2.967105 6.384084
H: -0.354789 -4.647453 5.563554
H: -0.914943 -4.760778 3.173150
H: 2.509856 -4.394554 1.843971
H: 4.091087 -5.975524 0.821018
H: 3.657512 -6.879099 -1.440069
H: 1.625326 -6.184280 -2.673733
H: 0.049461 -4.596317 -1.657874
H: -2.444913 -1.924203 0.174788
H: -4.753767 -2.768990 -0.058791
H: -5.217338 -5.189362 0.217895
H: -3.368205 -6.748058 0.733955
H: -1.069134 -5.896292 0.987050

Cartesian forces, eV/Å:
V -0.2 -0.4 -1.1
C 0.0 0.0 0.0
C 0.0 0.0 0.0
C 0.0 0.0 0.0
C 0.0 0.0 0.0
C 0.0 0.0 0.0
C 0.0 0.0 0.0
C 0.0 0.0 0.0
C 0.0 0.0 0.1
C 0.1 0.0 0.0
C 0.0 0.0 0.0
C 0.0 0.0 0.0
C 0.0 0.0 -0.3
N 0.1 0.3 0.4
C -0.2 0.1 0.1
C 0.3 0.2 0.1
N 0.1 0.3 0.7
C -0.1 -0.1 -0.3
C 0.0 0.0 0.0
C 0.0 -0.1 0.0
C 0.0 0.0 0.0
C 0.0 0.0 0.0
C 0.1 0.0 0.0
C -0.1 0.0 0.1
C 0.0 0.0 0.0
C 0.0 0.0 0.0
C 0.0 0.0 0.0
C 0.0 0.0 0.0
C 0.0 0.0 0.0
C -0.1 -0.1 -0.1
C 0.0 0.1 0.0
C 0.0 0.0 0.0
C 0.0 0.0 0.0
C 0.0 0.1 0.0
C 0.0 0.0 0.0
C 0.0 0.0 0.0
C 0.0 0.0 0.1
C 0.0 0.0 -0.1
C 0.0 0.0 0.0
H 0.0 0.0 0.0
H 0.0 0.0 0.0
H 0.1 0.0 0.0
H 0.0 0.0 0.0
H 0.1 0.0 0.0
H 0.0 0.0 0.0
H 0.0 0.0 0.0
H 0.0 0.0 0.0
H 0.0 0.0 0.0
H 0.0 0.0 0.0
H 0.0 0.0 0.0
H 0.0 0.0 0.0
H 0.0 0.0 0.0
H 0.0 0.0 0.0
H 0.0 0.0 0.0
H 0.0 0.0 0.0
H 0.0 0.0 0.0
H 0.0 0.0 0.0
H 0.0 0.0 0.0
H 0.0 0.0 0.0
H 0.0 0.0 0.0
H 0.0 0.0 0.0
H 0.0 0.0 0.0
H 0.0 0.0 0.0
H 0.0 0.0 0.0
H 0.0 0.0 0.0
H 0.0 0.0 0.0
H 0.0 0.0 0.0
H 0.0 0.0 0.0
H 0.0 0.0 0.1
H 0.0 0.0 0.0
H 0.0 0.0 0.0
H 0.0 0.0 0.0
H 0.0 0.0 0.0
H 0.0 0.0 0.0
H 0.0 0.0 0.0
H 0.0 0.0 0.0
H 0.0 0.0 0.0
H 0.0 0.0 0.0
H 0.0 0.0 0.0
C 0.0 0.0 0.0
C 0.0 0.0 0.0
C 0.0 0.0 0.0
C 0.0 0.0 0.0
C -0.1 -0.2 -0.4
H 0.0 0.0 0.0
H 0.0 0.0 0.0
H 0.0 0.0 0.0
H 0.0 0.0 0.0
H 0.0 0.0 0.0
H 0.0 0.0 0.0
H 0.0 0.0 0.0
H 0.0 0.0 0.0
H 0.0 0.0 0.0
H 0.0 0.0 0.1
N 0.2 -0.2 0.3
P -0.1 0.1 0.1
C 0.0 0.0 0.0
C 0.0 0.0 0.0
C 0.0 0.0 0.0
C 0.0 0.0 0.0
C 0.0 0.0 0.0
C 0.0 0.0 0.0
C 0.0 0.0 0.0
C 0.0 0.0 0.0
C 0.0 0.0 0.0
C 0.0 0.0 0.0
C 0.0 0.0 0.0
C 0.0 0.0 0.0
C 0.0 0.0 0.0
C 0.0 0.0 0.0
C 0.0 0.0 0.0
C 0.0 0.0 0.0
C 0.0 0.0 0.0
C 0.0 0.0 0.0
H 0.0 0.0 0.0
H 0.0 0.0 0.0
H 0.0 0.0 0.0
H 0.0 0.0 0.0
H 0.0 0.0 0.0
H 0.0 0.0 0.0
H 0.0 0.0 0.0
H 0.0 0.0 0.0
H 0.0 0.0 0.0
H 0.0 0.0 0.0
H 0.0 0.0 0.0
H 0.0 0.0 0.0
H 0.0 0.0 0.0
H 0.0 0.0 0.0
H 0.0 0.0 0.0

Summary:
2S+1	2
Kohn-Sham gap (alpha / beta)	5.5 / 5.5	eV
expectation value of S²	1.139
total charge	-1
lowest unoccupied orbital energy (alpha / beta)	0.0871 / 0.0871	hartree

Atomic partial charges in e from the Mulliken method, atoms 1 to 4: atom 1 (V): -0.934, atom 2 (C): -1.551, atom 3 (C): 0.324, atom 4 (C): -1.343

---

# 2
A structure of composition C5AlF15O15S5 at a distorted geometry. Source: the OMol25 dataset; level of theory: ωB97M-V/def2-TZVPD.

Positions of all 41 atoms, in Å:
Al: 1.004641 -0.614207 -0.162720
C: 0.790216 -0.888489 5.113751
F: 0.614518 -0.322593 6.317452
F: 2.074207 -1.233286 4.952862
F: 0.068506 -2.023410 5.055052
S: 0.218736 0.331970 3.764244
O: 1.227875 1.366580 3.820574
O: 0.246936 -0.480705 2.562026
O: -1.112794 0.781587 4.146630
C: 5.803231 -1.326820 1.484153
F: 6.348844 -0.479823 0.637771
F: 6.597770 -2.362971 1.697269
F: 5.675823 -0.699665 2.656384
S: 4.089569 -1.830309 0.837970
O: 3.921744 -0.915635 -0.296180
O: 4.189832 -3.226323 0.417318
O: 3.000566 -1.574358 1.776267
C: -4.384517 -1.153964 0.953543
F: -4.029861 -2.053287 1.878107
F: -4.362434 -1.770158 -0.222108
F: -5.594524 -0.697185 1.253171
S: -3.151595 0.247079 0.958742
O: -3.583801 1.187783 -0.105154
O: -3.269250 0.812129 2.278337
O: -1.849744 -0.320494 0.669609
C: -3.114365 -1.427436 -3.815701
F: -4.185007 -1.650765 -3.079692
F: -2.366579 -2.530156 -3.844555
F: -3.464745 -1.170541 -5.067822
S: -2.147807 -0.005094 -3.049508
O: -1.357866 -0.603947 -1.971962
O: -1.316235 0.513868 -4.107968
O: -3.126839 0.989756 -2.630718
C: 1.134354 3.307308 -3.971395
F: 1.237878 4.603231 -4.196916
F: 0.490326 2.690314 -4.931977
F: 2.376956 2.808236 -3.939738
S: 0.433784 2.973031 -2.233189
O: 1.018869 4.012321 -1.418381
O: -1.032889 3.116725 -2.249231
O: 0.885669 1.619702 -1.936316

Cartesian forces, eV/Å:
Al 0.1 0.6 0.6
C -0.5 0.4 -1.2
F 0.2 -0.3 0.0
F -0.3 0.3 0.3
F 0.0 0.2 0.3
S -0.5 1.0 0.7
O 0.1 -0.3 0.1
O 0.4 -0.6 -0.9
O 0.8 -0.7 0.1
C -1.5 0.2 0.8
F 0.6 0.0 -0.4
F 0.3 -0.4 -0.4
F -0.1 0.2 0.3
S -2.0 -1.0 -2.1
O 0.2 0.3 -0.2
O 0.7 0.9 0.8
O 0.8 0.0 0.7
C 1.3 0.2 0.3
F -0.1 0.1 0.1
F -0.5 0.1 -0.2
F -0.1 -0.1 -0.3
S -0.5 2.1 -0.7
O 0.1 -1.3 1.0
O -0.2 -0.4 -0.4
O 0.3 -0.6 0.0
C 1.0 0.5 0.5
F -0.6 -0.3 0.1
F 0.1 -0.2 0.1
F -0.3 0.3 -0.2
S 1.1 1.5 -0.6
O -0.6 -0.2 0.3
O -0.3 -0.7 -0.2
O -0.1 -1.1 0.3
C 0.4 -1.0 2.0
F -0.4 0.6 -0.4
F -0.6 0.1 -0.6
F 0.5 0.0 -0.2
S -1.8 1.0 1.1
O 0.7 -0.1 -0.4
O 1.3 -0.5 -0.9
O 0.0 -0.6 -0.1

Summary:
Kohn-Sham gap	3.0	eV
total charge	-2
lowest unoccupied orbital energy	-0.0601	hartree

Atomic partial charges in e from the Mulliken method, atoms 1 to 4: atom 1 (Al): 1.435, atom 2 (C): 0.567, atom 3 (F): -0.231, atom 4 (F): -0.213

---

For the records above, the corresponding E values read -101688.5139; -137429.6163 eV.